# C48H60N12

12 unconnected molecules or ions with the total composition C48H60N12 at a distorted geometry (the ωB97M-V functional and the def2-TZVPD basis, OMol25).

```
120
C48H60N12 the ωB97M-V functional and the def2-TZVPD basis
C -1.477 -2.049 -4.982
C -1.228 -2.227 -3.596
C -1.420 -0.973 -3.030
N -1.935 -0.099 -3.971
C -1.994 -0.787 -5.206
H -1.456 -2.825 -5.733
H -0.844 -3.110 -3.107
H -1.357 -0.557 -2.035
H -2.363 0.782 -3.725
H -2.489 -0.409 -6.088
C 2.577 4.617 -0.629
C 1.840 4.481 0.544
C 2.635 3.885 1.564
N 3.912 3.786 1.018
C 3.873 4.258 -0.357
H 2.235 5.164 -1.495
H 0.785 4.578 0.751
H 2.464 3.649 2.604
H 4.782 3.500 1.442
H 4.785 4.449 -0.904
C -3.966 -2.127 1.223
C -4.336 -1.564 0.005
C -5.542 -2.179 -0.395
N -5.766 -3.224 0.466
C -4.847 -3.129 1.525
H -3.108 -1.837 1.812
H -3.815 -0.759 -0.492
H -6.190 -2.070 -1.252
H -6.521 -3.891 0.396
H -4.882 -3.875 2.304
C 3.293 -2.831 -0.443
C 4.381 -3.447 0.135
C 4.635 -4.570 -0.638
N 3.739 -4.576 -1.711
C 2.826 -3.588 -1.474
H 2.740 -1.957 -0.129
H 4.940 -3.143 1.007
H 5.499 -5.211 -0.731
H 3.728 -5.100 -2.574
H 1.964 -3.448 -2.110
C -0.522 -5.180 -0.877
C -1.197 -6.130 -1.655
C -2.483 -5.595 -1.848
N -2.563 -4.318 -1.210
C -1.347 -4.108 -0.653
H 0.480 -5.280 -0.486
H -0.899 -7.111 -1.993
H -3.354 -5.932 -2.389
H -3.385 -3.732 -1.207
H -1.320 -3.170 -0.118
C 4.123 -2.092 -5.466
C 2.749 -1.886 -5.396
C 2.458 -1.341 -4.167
N 3.637 -1.182 -3.490
C 4.662 -1.628 -4.294
H 4.610 -2.556 -6.311
H 2.089 -2.078 -6.229
H 1.570 -0.935 -3.706
H 3.778 -0.783 -2.573
H 5.677 -1.622 -3.923
C -0.810 0.541 0.975
C 0.281 -0.154 0.466
C 0.831 0.604 -0.525
N 0.244 1.865 -0.457
C -0.736 1.827 0.449
H -1.500 0.182 1.724
H 0.658 -1.124 0.755
H 1.700 0.455 -1.148
H 0.525 2.730 -0.896
H -1.232 2.762 0.661
C -0.838 6.178 -1.128
C -2.220 6.527 -1.080
C -2.360 7.739 -0.465
N -1.120 8.135 -0.101
C -0.206 7.178 -0.396
H -0.294 5.315 -1.484
H -3.017 5.952 -1.527
H -3.176 8.420 -0.271
H -0.942 8.973 0.434
H 0.819 7.344 -0.101
C 5.552 1.203 -1.883
C 6.848 0.657 -2.008
C 6.889 -0.300 -1.007
N 5.802 -0.287 -0.268
C 4.932 0.647 -0.803
H 5.155 1.849 -2.652
H 7.602 0.819 -2.764
H 7.679 -0.955 -0.671
H 5.563 -0.977 0.430
H 3.971 0.822 -0.343
C -3.702 4.342 1.594
C -4.507 5.521 1.752
C -4.514 5.849 3.145
N -3.899 4.845 3.828
C -3.416 3.935 2.888
H -3.512 3.856 0.648
H -4.885 6.113 0.932
H -4.886 6.735 3.638
H -3.560 4.867 4.779
H -2.869 3.060 3.206
C -3.081 0.912 5.147
C -3.617 0.177 4.061
C -3.709 -1.151 4.441
N -3.225 -1.311 5.651
C -2.764 -0.087 6.098
H -2.888 1.974 5.111
H -3.861 0.602 3.098
H -4.035 -2.023 3.893
H -2.984 -2.199 6.067
H -2.151 -0.029 6.985
C -0.367 -2.512 3.272
C 0.189 -3.619 2.698
C 1.195 -4.078 3.458
N 1.167 -3.311 4.639
C 0.223 -2.327 4.510
H -1.186 -1.963 2.832
H -0.162 -4.072 1.783
H 1.809 -4.937 3.232
H 1.752 -3.448 5.451
H -0.014 -1.578 5.251
```

Output
Orbital gap   8.18 eV
SMILES   c1cc[nH]c1.c1cc[nH]c1.c1cc[nH]c1.c1cc[nH]c1.c1cc[nH]c1.c1cc[nH]c1.c1cc[nH]c1.c1cc[nH]c1.c1cc[nH]c1.c1cc[nH]c1.c1cc[nH]c1.c1cc[nH]c1
Spin multiplicity   1
ΔE to the lowest compared entry with this formula, charge and spin   2.267 eV